{"formula": "C24H30ClInN3OP", "method": "wB97M-V/def2-TZVPD", "de_lowest_kj_mol": 96.5, "charge": 2, "lumo_energy_ev": -7.64, "molar_mass_g_mol": 557.769, "e_tot_ha": -2163.13184, "elements": ["H", "H", "H", "C", "Cl", "H", "H", "C", "C", "H", "H", "H", "C", "C", "C", "C", "H", "C", "C", "H", "H", "H", "H", "C", "C", "H", "C", "C", "C", "C", "H", "H", "C", "H", "C", "C", "H", "H", "H", "C", "C", "H", "C", "In", "O", "H", "H", "N", "H", "H", "N", "H", "C", "C", "P", "H", "H", "H", "N", "C", "H"], "xyz": [[-1.01, 0.92, -4.96], [1.94, -3.12, -5.63], [-1.27, 2.68, -2.29], [-3.30, -0.44, 3.43], [-0.20, -2.49, -0.23], [2.97, 3.30, -4.83], [-1.26, -1.21, 5.78], [0.16, 1.99, 0.20], [1.10, -1.74, -4.22], [1.64, -0.91, 5.21], [-4.07, -0.52, 4.22], [-1.59, 0.58, 5.84], [1.65, -0.27, 2.63], [-2.46, -1.10, -2.60], [-1.51, -0.26, -3.23], [-0.84, -0.24, 3.20], [-2.89, -0.58, 5.87], [0.54, 1.75, -3.06], [-0.35, 2.83, -2.85], [-2.38, -4.36, -0.43], [4.06, -3.43, -4.35], [2.61, -0.71, -1.32], [1.43, 5.23, -4.48], [-1.90, -0.39, 5.43], [2.05, 3.16, -4.28], [1.74, 0.85, 4.98], [-0.01, 4.07, -3.37], [3.48, -2.07, -2.77], [1.18, 4.25, -4.08], [-3.88, -0.89, -4.57], [1.63, -1.21, 2.06], [-2.26, -1.51, -1.62], [3.29, -2.76, -3.97], [2.63, -0.31, 3.18], [1.02, -0.01, 4.95], [1.73, 1.91, -3.76], [4.40, -2.21, -2.20], [-3.10, 0.36, -6.16], [-3.57, 0.46, 2.85], [2.49, -1.22, -2.28], [1.30, -1.05, -3.02], [0.32, 0.15, 5.71], [2.10, -2.59, -4.70], [0.04, -0.24, 0.06], [0.22, 3.12, 0.33], [1.75, 0.62, 2.00], [-3.01, -3.96, -0.38], [-1.11, -0.21, 1.88], [-4.37, -2.05, -2.82], [2.40, 1.06, -3.92], [0.48, -0.16, 3.59], [-4.80, -1.13, -5.09], [-2.92, -0.05, -5.17], [-3.64, -1.41, -3.29], [0.06, 0.14, -2.45], [0.17, -1.60, -4.77], [-2.05, -0.31, 1.53], [-0.69, 4.91, -3.21], [-1.93, -0.35, 4.00], [-1.74, 0.26, -4.50], [-3.43, -1.33, 2.80]]}


{"formula": "C24H30ClN4O4PS2W", "method": "wB97M-V/def2-TZVPD", "de_lowest_kj_mol": 100.9, "charge": 1, "lumo_energy_ev": [-2.78, -3.22], "molar_mass_g_mol": 752.929, "e_tot_ha": -3117.51824, "multiplicity": 4, "elements": ["H", "H", "C", "H", "H", "O", "H", "H", "H", "N", "H", "C", "H", "H", "C", "N", "C", "C", "H", "C", "C", "C", "C", "C", "S", "H", "Cl", "C", "H", "S", "C", "C", "H", "H", "C", "H", "N", "C", "O", "H", "H", "C", "H", "H", "N", "H", "W", "C", "P", "C", "H", "H", "C", "H", "H", "C", "H", "C", "C", "O", "C", "H", "C", "O", "H", "H", "H"], "xyz": [[5.47, 0.45, 2.97], [1.98, 5.28, -0.12], [-0.62, 2.49, -1.64], [0.14, 2.10, -2.29], [-3.46, -0.79, -5.06], [3.65, -0.05, 1.14], [2.84, 3.19, -1.31], [-1.10, -5.93, -0.21], [-3.93, 0.48, -0.46], [-0.99, 1.71, -0.61], [2.32, 4.47, 1.42], [-1.42, -4.99, 0.21], [4.06, 4.06, -0.37], [-2.54, 5.22, -1.09], [1.26, -2.21, 1.45], [-1.46, -2.61, 0.08], [2.06, 4.31, 0.38], [-2.60, -0.50, -1.80], [2.04, -4.05, 2.27], [-2.11, 4.24, -0.97], [5.09, -0.09, 0.94], [-3.41, -0.54, -2.92], [-1.15, 3.75, -1.84], [-3.23, -0.35, -0.43], [2.05, 0.48, -1.38], [-3.40, 1.39, 1.61], [2.98, -2.33, 3.55], [5.81, 0.73, 1.98], [5.63, 1.79, 1.83], [1.06, 1.07, 1.73], [-1.47, -0.95, -4.25], [-2.38, 1.18, 1.27], [-2.46, -5.86, 1.88], [-3.28, 3.74, 0.77], [-2.85, -0.76, -4.17], [-3.82, -1.25, -0.25], [-1.26, -0.65, -1.89], [-2.48, -1.20, 1.73], [1.35, -1.90, 0.21], [-0.51, -3.77, -1.31], [5.33, 0.22, -0.08], [2.39, -3.05, 2.04], [1.10, 3.81, 0.34], [-3.14, -3.65, 2.79], [-2.28, -0.18, 0.69], [-3.51, -1.16, 2.12], [-0.12, -0.19, -0.18], [-1.95, 2.17, 0.22], [2.64, 0.97, 0.51], [-0.73, -0.89, -3.10], [-1.79, -1.00, 2.55], [-0.81, 4.34, -2.68], [-2.52, 3.42, 0.07], [-1.71, 1.23, 2.13], [-0.99, -1.15, -5.20], [-2.57, -3.72, 1.88], [-4.48, -0.41, -2.82], [-1.09, -3.79, -0.40], [3.14, 3.49, -0.31], [3.51, 2.30, 0.44], [-2.18, -4.95, 1.37], [5.34, -1.15, 1.05], [-2.17, -2.57, 1.21], [0.29, -1.88, 2.15], [6.88, 0.54, 1.92], [3.21, -3.09, 1.33], [0.35, -1.03, -3.11]]}


{"formula": "C24H30F10N3RhSi2", "method": "wB97M-V/def2-TZVPD", "de_lowest_kj_mol": 76.4, "lumo_energy_ev": [-1.89, -1.88], "molar_mass_g_mol": 709.583, "e_tot_ha": -2784.84454, "elements": ["C", "C", "C", "H", "C", "Si", "C", "H", "C", "C", "H", "C", "N", "C", "F", "C", "H", "H", "C", "H", "C", "H", "F", "N", "H", "C", "H", "C", "H", "F", "C", "F", "C", "H", "H", "C", "Si", "C", "H", "H", "H", "C", "C", "H", "H", "H", "H", "F", "H", "F", "F", "H", "H", "H", "H", "N", "H", "H", "C", "H", "H", "C", "F", "Rh", "C", "H", "F", "C", "H", "F"], "xyz": [[0.58, -2.27, 3.46], [-3.14, 1.82, 2.19], [-1.45, 2.84, -4.24], [1.36, 0.48, 4.91], [-0.26, 4.01, -2.54], [-2.08, 0.60, 3.13], [-3.05, -0.99, 3.40], [-2.48, -1.72, 3.98], [-1.21, 1.81, -2.04], [0.47, -1.33, -2.96], [-3.34, -1.45, 2.46], [5.34, 0.12, -2.07], [1.15, -0.35, -2.11], [1.90, 0.43, 3.97], [-1.91, 2.76, -5.49], [-1.60, 1.31, 4.80], [-3.05, -2.15, -1.36], [-2.55, 2.67, 1.82], [3.42, -1.25, -2.52], [-0.64, -3.20, -2.76], [4.79, -1.06, -2.52], [-3.36, 0.39, -1.72], [2.35, 1.91, -1.19], [-0.97, -1.96, -1.07], [1.49, -2.74, 3.84], [4.49, 1.11, -1.62], [-1.68, -3.88, -0.50], [-2.56, -0.05, -1.12], [-0.64, 0.76, 1.17], [2.98, -2.48, -2.87], [2.16, -0.88, 1.23], [0.41, 5.08, -2.13], [3.13, 0.92, -1.65], [-2.49, 1.66, 5.32], [2.89, 0.00, 4.17], [-0.09, -2.48, -2.14], [1.00, -0.61, 2.70], [-0.52, 2.97, -1.67], [-2.18, -1.44, -2.72], [-3.97, -0.77, 3.95], [-3.93, 2.22, 2.85], [-1.67, 1.79, -3.36], [-0.73, 3.94, -3.84], [-0.92, 2.16, 4.70], [-0.12, -2.15, 4.30], [-1.86, -2.59, 0.72], [0.12, -2.95, 2.74], [-0.51, 4.95, -4.69], [-0.35, -0.82, -3.47], [-2.35, 0.72, -3.82], [6.67, 0.30, -2.06], [2.05, 1.45, 3.61], [2.70, 0.03, 0.95], [-1.12, 0.56, 5.43], [-3.63, 1.36, 1.33], [-1.38, 0.82, -1.10], [-0.26, -3.28, 0.39], [0.74, -3.01, -1.66], [-2.25, -1.45, -1.63], [2.90, -1.66, 1.42], [1.63, -1.28, 0.34], [-0.54, 0.25, 2.14], [-0.09, 3.09, -0.41], [0.17, -0.15, -0.33], [-1.21, -2.99, -0.06], [1.12, -1.72, -3.74], [5.60, -2.05, -2.92], [2.51, -0.26, -2.13], [-2.95, -0.13, -0.10], [4.99, 2.26, -1.16]]}


{"formula": "C24H30IrNO5S", "method": "wB97M-V/def2-TZVPD", "charge": -2, "lumo_energy_ev": [4.48, 4.07], "molar_mass_g_mol": 636.790, "e_tot_ha": -1865.77105, "multiplicity": 5, "elements": ["H", "C", "C", "H", "H", "H", "O", "H", "C", "H", "H", "O", "H", "C", "C", "H", "C", "C", "H", "H", "C", "H", "H", "S", "C", "H", "H", "C", "C", "C", "C", "C", "C", "H", "H", "H", "C", "H", "H", "C", "C", "O", "N", "H", "H", "H", "H", "C", "H", "H", "H", "O", "C", "O", "C", "C", "C", "H", "H", "H", "C", "Ir"], "xyz": [[-1.60, -0.91, 2.13], [1.53, -0.72, -4.15], [-0.64, -3.09, -5.30], [-1.04, -2.99, 3.82], [0.19, -2.80, -5.96], [2.99, -0.59, -6.99], [-1.50, 1.74, -0.09], [-2.26, -0.36, -2.21], [-1.32, 0.06, -1.80], [1.83, 0.63, 2.17], [-1.29, -2.08, 6.36], [1.65, -0.59, -5.49], [-2.42, -0.10, 0.07], [-0.71, -0.72, -4.76], [2.06, 0.71, 4.41], [3.72, -0.39, -5.35], [-1.50, -1.50, 5.47], [-1.66, -0.89, 3.22], [-1.02, 4.22, -2.34], [-1.48, -3.48, -5.89], [1.86, 0.12, 3.14], [-0.44, -1.89, -2.34], [-2.36, 0.47, 6.20], [-0.04, 1.43, 6.79], [2.96, -0.91, -5.95], [3.13, -2.00, -5.86], [0.69, 3.08, 0.13], [0.08, 1.31, -3.47], [-0.84, 2.39, -1.21], [1.82, -1.57, 4.75], [-2.02, -0.15, 5.39], [-1.48, 0.32, -0.31], [1.69, -1.30, 3.33], [-2.39, 1.19, 3.62], [-0.14, 1.76, -4.45], [-0.64, -0.10, 0.29], [0.20, -0.22, -3.63], [1.15, 1.61, -0.75], [-1.98, 1.78, -2.99], [-1.35, -1.99, 4.11], [-0.17, -0.83, -2.25], [-1.14, -1.98, -4.52], [-0.06, -0.34, 8.99], [1.54, -2.03, 2.55], [-0.30, -3.84, -4.58], [-1.33, 4.40, -0.59], [1.03, 1.69, -3.09], [-1.06, 1.46, -2.46], [2.26, 1.75, 4.59], [1.15, 3.19, -1.59], [2.12, -0.17, 6.49], [-0.99, -0.08, -5.75], [-2.06, 0.23, 4.02], [2.40, -1.22, -3.46], [2.03, -0.31, 5.42], [-0.05, 0.36, 8.04], [-1.48, 3.75, -1.46], [1.84, -2.55, 5.20], [0.71, -0.71, -1.60], [-2.56, 3.64, -1.65], [0.63, 2.57, -0.85], [0.09, -0.46, 4.45]]}